# 1
A 3-piece molecular cluster, C3H14NO2 overall, computed with ωB97M-V/def2-TZVPD.

```
20
Properties=species:S:1:pos:R:3:lowdin_charge:R:1
C -1.513 1.454 -0.013 -0.050
C -1.172 0.296 -0.937 -0.178
N -0.284 -0.730 -0.306 -0.009
C -0.164 -1.945 -1.162 0.010
H -1.420 2.415 -0.506 0.088
H -2.495 1.336 0.422 0.084
H -0.845 1.499 0.847 0.062
H -2.069 -0.223 -1.269 0.131
H -0.689 0.632 -1.844 0.129
H -0.656 -0.957 0.613 0.154
H 0.643 -0.327 -0.157 0.115
H -1.005 -2.597 -0.986 0.105
H 0.735 -2.505 -0.905 0.107
H -0.058 -1.635 -2.195 0.105
H 2.740 1.661 0.557 0.061
H 3.298 0.379 -0.068 0.067
O 2.475 0.856 0.100 -0.041
H 0.469 -0.220 3.218 0.075
H 1.422 0.554 2.300 0.043
O 0.589 0.058 2.291 -0.058
```

Calculated values
**E**: -327.70557 hartree
**Energy relative to the best compared isomer or geometry (same formula, charge and spin)**: 44.7 kJ/mol
**Total charge**: +1



# 2
A 3-piece molecular cluster, C3H14NO2 overall at a distorted geometry, computed with ωB97M-V/def2-TZVPD.

```
20
Properties=species:S:1:pos:R:3:lowdin_charge:R:1
C -1.448 -0.827 -1.566 -0.036
C -0.432 -0.858 -0.445 -0.376
C 0.844 -1.636 -0.789 -0.042
N -0.036 0.567 -0.129 0.171
H -1.442 0.105 -2.133 0.087
H -1.242 -1.628 -2.289 0.096
H -2.441 -1.007 -1.171 0.089
H -0.831 -1.268 0.488 0.152
H 1.509 -1.023 -1.398 0.095
H 0.570 -2.554 -1.313 0.092
H 1.342 -1.915 0.143 0.076
H 0.020 1.109 -0.998 0.163
H -0.786 1.096 0.376 0.127
H 0.758 0.735 0.510 0.111
H -1.435 2.511 2.393 0.075
H -1.402 3.315 1.029 0.067
O -0.969 2.634 1.554 -0.041
H 2.491 0.983 2.042 0.069
H 2.663 -0.510 2.131 0.075
O 2.268 0.171 1.566 -0.050
```

Calculated values
**E**: -327.71053 hartree
**Energy relative to the best compared isomer or geometry (same formula, charge and spin)**: 31.6 kJ/mol
**Total charge**: +1



# 3
A 3-piece molecular cluster, C3H14NO2 overall at a distorted geometry, computed with ωB97M-V/def2-TZVPD.

```
20
Properties=species:S:1:pos:R:3:lowdin_charge:R:1
C 0.272 -1.619 1.083 -0.061
C 0.725 -0.412 0.345 -0.246
N -0.277 0.584 -0.187 -0.038
C 0.313 1.979 -0.555 -0.014
H -0.448 -1.136 1.794 0.079
H 0.882 -2.198 1.775 0.101
H -0.264 -2.295 0.471 0.070
H 1.399 -0.612 -0.465 0.099
H 1.410 0.190 1.042 0.151
H -1.059 0.243 -0.783 0.183
H -0.860 0.801 0.820 0.126
H 0.366 2.153 -1.703 0.117
H -0.391 2.836 -0.282 0.106
H 1.361 2.105 -0.162 0.105
H -1.757 0.962 2.877 0.129
H -2.742 1.443 1.812 0.079
O -1.855 1.127 1.900 -0.008
H 1.554 -2.586 -3.254 0.082
H 0.319 -1.796 -3.565 0.016
O 1.051 -1.768 -2.964 -0.076
```

Calculated values
**E**: -327.65080 hartree
**Energy relative to the best compared isomer or geometry (same formula, charge and spin)**: 188.5 kJ/mol
**Total charge**: +1



# 4
A 3-piece molecular cluster, C3H14NO2S overall at a distorted geometry, computed with ωB97M-V/def2-TZVPD.

```
21
Properties=species:S:1:pos:R:3:lowdin_charge:R:1
C 0.699 -0.255 1.038 -0.244
C -0.060 1.098 0.921 -0.258
C 0.249 1.751 -0.427 -0.610
S -1.012 1.543 -1.706 0.713
N 0.440 -1.361 0.112 0.142
H 1.826 0.048 0.924 0.147
H 0.490 -0.720 2.065 0.150
H 0.444 1.674 1.741 0.132
H -1.188 0.634 1.105 0.145
H 1.232 1.512 -1.023 0.108
H 0.357 2.870 -0.097 0.109
H -2.121 2.031 -1.155 -0.138
H 1.272 -1.488 -0.608 0.164
H 0.321 -2.256 0.583 0.159
H -0.445 -1.148 -0.450 0.164
H 3.690 -2.664 -0.403 0.061
H 3.694 -1.222 -0.443 0.070
O 3.076 -1.955 -0.530 -0.027
H -3.205 -2.005 2.265 0.000
H -2.828 -0.608 1.554 0.051
O -2.546 -1.468 1.938 -0.038
```

Calculated values
**E**: -725.82739 hartree
**Energy relative to the best compared isomer or geometry (same formula, charge and spin)**: 196.0 kJ/mol
**Total charge**: +1